Record 1
The following is a DFT calculation (ωB97M-V with the def2-TZVPD basis set) of a cluster of 12 separate species, C42H117N9O15 in total at a distorted geometry.

The geometry in XYZ format:
```
183
C42H117N9O15 | the Open Molecules 2025 dataset | ωB97M-V with the def2-TZVPD basis set
C -1.985 4.272 2.116
C -2.233 2.952 2.757
O -3.464 2.406 2.311
O -1.989 4.174 0.714
H -1.025 4.745 2.324
H -2.784 5.000 2.260
H -2.157 3.086 3.836
H -1.488 2.209 2.472
H -3.257 2.121 1.419
H -2.273 5.023 0.367
C 5.445 -0.079 -3.299
C 4.606 1.113 -2.683
O 4.595 2.136 -3.701
O 5.031 -1.354 -2.778
H 6.507 0.062 -3.098
H 5.371 -0.132 -4.385
H 4.962 1.321 -1.674
H 3.592 0.727 -2.576
H 4.039 1.767 -4.390
H 4.862 -1.248 -1.839
C -6.528 2.098 0.837
C -5.693 1.950 -0.463
O -4.408 1.385 -0.225
O -6.018 3.086 1.709
H -6.413 1.132 1.329
H -7.573 2.299 0.601
H -5.543 2.880 -1.012
H -6.181 1.222 -1.110
H -4.407 0.556 -0.708
H -5.078 2.899 1.767
C -4.366 -1.049 6.024
C -3.977 -0.310 4.771
C -3.257 -1.231 3.782
O -2.073 -1.887 4.266
C -0.985 -1.063 4.625
N -5.246 0.197 4.149
H -3.544 -1.542 6.543
H -5.082 -1.862 5.905
H -4.814 -0.380 6.758
H -3.357 0.543 5.048
H -3.005 -0.698 2.865
H -3.843 -2.142 3.658
H -0.109 -1.708 4.697
H -1.151 -0.615 5.605
H -0.754 -0.328 3.855
H -5.679 0.777 4.853
H -5.078 0.790 3.349
C 3.975 -4.206 5.436
C 4.168 -4.692 3.985
C 2.965 -4.324 3.104
O 1.850 -5.173 3.260
C 0.563 -4.544 3.114
N 5.332 -4.143 3.387
H 4.822 -4.568 6.018
H 3.027 -4.615 5.786
H 3.906 -3.118 5.441
H 4.258 -5.778 3.945
H 3.185 -4.308 2.037
H 2.669 -3.288 3.265
H -0.182 -5.336 3.195
H 0.466 -4.097 2.124
H 0.391 -3.829 3.918
H 5.636 -4.652 2.570
H 6.030 -4.129 4.117
C 0.402 1.752 -2.338
C -0.931 1.423 -1.654
C -0.799 0.983 -0.197
O -0.037 -0.200 -0.030
C -0.036 -0.795 1.263
N -1.738 2.642 -1.761
H 1.144 0.955 -2.289
H 0.837 2.703 -2.030
H 0.297 1.797 -3.422
H -1.428 0.615 -2.192
H -1.762 0.880 0.304
H -0.356 1.830 0.328
H 0.661 -1.632 1.218
H -1.002 -1.260 1.461
H 0.186 -0.154 2.117
H -1.508 3.226 -0.970
H -2.703 2.402 -1.587
C -0.742 5.993 -1.693
C -1.995 6.779 -1.710
C -3.123 5.979 -2.502
O -4.201 6.890 -2.660
C -5.245 6.666 -1.717
N -2.382 6.967 -0.351
H -0.941 4.965 -1.388
H 0.034 6.441 -1.072
H -0.376 6.086 -2.715
H -1.757 7.780 -2.070
H -3.489 5.087 -1.993
H -2.844 5.683 -3.513
H -5.953 7.483 -1.858
H -4.931 6.514 -0.684
H -5.745 5.736 -1.986
H -1.724 7.669 -0.043
H -3.293 7.400 -0.298
C 2.704 -2.367 -5.312
C 1.635 -1.574 -6.184
C 0.493 -2.574 -6.654
O -0.157 -3.305 -5.628
C -1.228 -4.098 -6.205
N 1.211 -0.420 -5.441
H 2.492 -3.434 -5.257
H 2.830 -1.923 -4.324
H 3.710 -2.242 -5.711
H 2.065 -1.250 -7.132
H 0.922 -3.240 -7.403
H -0.246 -1.955 -7.163
H -1.971 -3.474 -6.700
H -1.751 -4.714 -5.474
H -0.818 -4.784 -6.947
H 0.496 0.160 -5.855
H 0.812 -0.866 -4.627
C 6.159 1.112 2.174
C 5.346 -0.203 2.259
C 5.429 -1.100 1.028
O 4.722 -0.734 -0.174
C 3.301 -0.685 0.139
N 5.806 -0.922 3.389
H 7.183 0.804 1.964
H 6.167 1.696 3.094
H 5.932 1.716 1.296
H 4.370 0.262 2.397
H 5.004 -2.082 1.236
H 6.500 -1.135 0.827
H 2.993 -0.052 0.971
H 2.862 -1.675 0.011
H 2.946 -0.216 -0.779
H 6.811 -1.014 3.346
H 5.425 -1.855 3.333
C 3.167 3.011 0.122
C 2.608 4.111 0.993
C 2.464 3.561 2.472
O 1.290 2.748 2.622
C 1.036 2.382 3.976
N 3.469 5.260 1.079
H 4.027 2.529 0.586
H 3.333 3.314 -0.912
H 2.390 2.247 0.098
H 1.563 4.351 0.794
H 2.407 4.445 3.107
H 3.299 3.058 2.959
H 1.680 1.513 4.112
H -0.013 2.214 4.221
H 1.222 3.123 4.754
H 3.413 5.780 0.215
H 3.074 5.919 1.734
C -5.871 -2.436 -0.865
C -4.433 -2.843 -1.294
C -3.546 -1.638 -1.155
O -3.928 -0.529 -1.885
C -3.918 -0.583 -3.302
N -3.997 -3.935 -0.397
H -6.225 -1.434 -1.108
H -5.856 -2.365 0.223
H -6.626 -3.146 -1.203
H -4.460 -3.292 -2.287
H -2.544 -2.012 -1.369
H -3.513 -1.294 -0.121
H -2.940 -0.250 -3.651
H -4.638 0.144 -3.679
H -4.050 -1.555 -3.777
H -3.887 -3.503 0.509
H -3.040 -4.149 -0.638
C 0.389 -2.553 -2.261
C 1.103 -3.905 -2.453
C 1.819 -4.443 -1.167
O 2.412 -5.676 -1.580
C 2.969 -6.329 -0.465
N 0.199 -4.871 -3.068
H 1.072 -1.792 -1.883
H -0.365 -2.636 -1.478
H 0.001 -2.271 -3.240
H 1.879 -3.718 -3.195
H 1.048 -4.686 -0.436
H 2.511 -3.715 -0.744
H 2.423 -6.292 0.478
H 3.945 -5.860 -0.337
H 3.120 -7.373 -0.737
H 0.704 -5.737 -3.190
H -0.112 -4.530 -3.967
```

Properties
LUMO level, eV: 0.498
E_tot, eV: -89566.486
F_max, eV/Å: 3.025
HOMO energy, eV: -8.6
SMILES: COC[C@H](C)N.COC[C@H](C)N.COC[C@H](C)N.COC[C@H](C)N.COC[C@H](C)N.COC[C@H](C)N.COC[C@H](C)N.COC[C@H](C)N.COC[C@H](C)N.OCCO.OCCO.OCCO



Record 2
The following is a DFT calculation (ωB97M-V with the def2-TZVPD basis set) of the ion C4H11N2O with charge +1 at a distorted geometry.

The geometry in XYZ format:
```
18
C4H11N2O | the Open Molecules 2025 dataset | ωB97M-V with the def2-TZVPD basis set
C -0.352 -1.604 0.933
C -1.343 -0.518 0.642
C -1.007 0.605 -0.402
C 0.371 1.085 -0.175
N 0.841 2.187 0.438
O 1.196 0.452 -0.867
N 0.307 -1.875 -0.543
H -0.914 -2.429 1.251
H 0.532 -1.278 1.443
H -1.645 0.213 1.479
H -2.318 -0.940 0.448
H -1.727 1.416 -0.380
H -1.252 0.162 -1.353
H 1.820 2.570 0.134
H 0.348 2.881 1.140
H 0.815 -0.963 -1.039
H 1.059 -2.479 -0.290
H -0.341 -2.365 -1.146
```

Properties
LUMO level, eV: -3.013
E_tot, eV: -9346.832
Total charge: +1
F_max, eV/Å: 4.700
HOMO energy, eV: -14.5
SMILES: NC(=O)CCC[NH3+]